Entry 1:
12
Properties=species:S:1:pos:R:3:forces:R:3:nbo_charge:R:1 method="wB97M-V/def2-TZVPD" multiplicity=1 gap_ev=9.842 smiles="C=C=O.C=O.O" e_above_lowest_kcal_mol=60.8
C 2.74540 1.31162 0.11142 1.1 0.2 0.0 -0.784
C 1.51414 0.96032 -0.02368 -1.6 0.0 0.0 0.749
O 0.37297 0.74409 -0.11645 0.3 0.0 -0.1 -0.503
H 3.50815 0.60592 0.36408 0.1 -0.3 0.1 0.269
H 3.02835 2.32559 -0.09413 -0.1 0.3 0.0 0.263
C -3.72520 0.00652 -0.19870 0.5 0.1 -0.2 0.282
O -4.83855 0.10395 0.21901 -0.4 0.0 0.1 -0.490
H -3.36222 -0.88862 -0.72651 -0.1 -0.2 -0.1 0.099
H -2.98144 0.81311 -0.09260 0.0 0.1 0.1 0.109
O 1.51181 -1.77114 0.02607 0.2 0.0 -0.1 -0.948
H 0.56413 -1.61063 0.04828 0.0 -0.1 0.0 0.478
H 1.66246 -2.60073 0.48320 -0.1 -0.1 0.0 0.475

Entry 2:
12
Properties=species:S:1:pos:R:3:forces:R:3:nbo_charge:R:1 method="wB97M-V/def2-TZVPD" multiplicity=1 gap_ev=10.844 e_above_lowest_kcal_mol=62.8
O 1.72537 0.45484 0.29494 0.1 -0.2 -0.1 -0.713
C 0.45857 1.03262 0.17962 -0.7 -0.2 0.0 -0.092
C -0.70925 0.12652 0.71159 -0.5 -1.7 -0.2 -0.493
O -1.05157 -0.66752 -1.75857 0.0 -1.1 -0.5 -0.533
C -0.32593 -1.29010 -1.07130 1.2 0.7 -1.9 0.930
O 0.65985 -1.86490 -0.74354 -0.9 -0.4 -0.3 -0.575
H 1.68198 -0.39414 -0.16932 0.4 0.1 0.2 0.481
H 0.25101 1.40265 -0.83798 0.0 -0.3 0.2 0.175
H 0.48274 1.94161 0.81485 -0.3 -0.6 -0.1 0.203
H -1.64481 0.69609 0.63958 0.1 -0.5 0.2 0.228
H -0.45528 -0.25381 1.68600 -0.1 0.4 0.6 0.219
H -1.07267 -1.18387 0.25413 0.6 3.8 1.8 0.171

Entry 3:
12
Properties=species:S:1:pos:R:3:forces:R:3:nbo_charge:R:1 method="wB97M-V/def2-TZVPD" multiplicity=1 gap_ev=10.990 smiles=C1OCOCO1 e_above_lowest_kcal_mol=84.8
C 1.41705 -0.18506 -0.06766 0.8 0.2 0.8 0.231
O 0.75777 0.91202 0.46926 -0.8 0.5 0.0 -0.540
C -0.50298 1.16388 -0.23689 -0.2 1.2 3.0 0.193
O -1.46768 0.05678 -0.13099 2.0 4.9 0.3 -0.524
C -0.66802 -0.94580 0.37189 -3.3 -2.0 1.6 0.173
O 0.39528 -1.04318 -0.44189 2.0 -2.7 -0.3 -0.521
H 1.92324 0.04603 -0.94387 0.6 0.7 -2.3 0.143
H 2.33794 -0.51069 0.54389 -2.1 -0.1 0.4 0.160
H -0.83195 2.04032 0.35005 -0.4 -0.5 -0.4 0.176
H -0.31058 1.49499 -1.21441 0.1 -0.2 -1.7 0.159
H -0.59100 -1.09030 1.49014 1.0 1.2 -0.9 0.159
H -1.48692 -1.58346 0.19912 0.2 -3.3 -0.5 0.191